Here is a cluster of 17 separate species, C83H96NO42 in total at a distorted geometry from OMol25. Energies are from ωB97M-V/def2-TZVPD.

```
222
Properties=species:S:1:pos:R:3:lowdin_charge:R:1
C -0.37350 -2.49823 -1.05476 -0.0387
C 0.15048 -1.08088 -1.29072 -0.1405
N -0.43847 0.11556 -0.53602 -0.2221
C -1.86143 0.35532 -0.97211 0.0405
C -0.45512 -0.17506 1.03265 -0.0737
C 0.94309 -0.55687 1.60229 -0.0354
C 0.47364 1.30136 -0.78166 -0.0705
C 0.26639 2.62811 0.03890 -0.1170
O -1.12139 2.90895 0.34246 -0.2400
C -1.34311 4.12984 1.06373 -0.0816
H -1.39665 -2.64051 -1.40264 0.0542
H -0.34144 -2.68139 0.01925 0.0589
H 0.23921 -3.31180 -1.44305 0.0791
H 0.07112 -0.82967 -2.34840 0.1130
H 1.21300 -0.98153 -1.06879 0.1137
H -2.38499 -0.54836 -0.66010 0.0994
H -1.99179 0.59462 -2.02750 0.1055
H -2.23865 1.20729 -0.40647 0.0752
H -1.27788 -0.88312 1.13171 0.1003
H -0.84199 0.79387 1.34823 0.0964
H 1.74433 0.17064 1.47248 0.0632
H 1.33193 -1.52616 1.29023 0.0572
H 0.82274 -0.67176 2.67951 0.0764
H 0.34546 1.37294 -1.86172 0.0973
H 1.50721 0.95524 -0.77574 0.1161
H 0.73486 3.38365 -0.59181 0.0982
H 0.79443 2.55235 0.98944 0.1105
H -0.65468 4.87163 0.65888 0.0882
H -1.26276 3.96554 2.13828 0.0677
H -2.33413 4.55001 0.89212 0.0710
C 0.98128 0.83292 -4.74703 -1.0830
O -0.15073 1.09838 -4.30875 -0.1261
O 1.98547 1.02164 -3.96824 -0.1546
O 1.08621 0.58285 -5.97344 -0.1190
C -6.05204 -3.47737 -3.01509 0.0251
C -6.92511 -3.81656 -3.93062 0.0131
C -6.61385 -4.33638 -5.26618 -0.3717
O -7.45956 -4.57519 -6.17921 0.0842
C -5.25307 -4.45344 -5.52500 0.0044
C -4.26596 -4.14997 -4.61085 0.0692
C -4.57402 -3.65822 -3.21200 -0.3645
O -3.68328 -3.35420 -2.47128 0.0886
H -6.29466 -2.99110 -2.08177 0.1192
H -7.93990 -3.60943 -3.62451 0.1250
H -4.88059 -4.78847 -6.48176 0.1310
H -3.25012 -4.17057 -4.97697 0.1007
C 2.71240 7.29089 1.98731 0.0534
C 1.43513 7.52416 1.54805 0.0300
C 0.52750 8.47254 2.15126 -0.4282
O -0.56586 8.66127 1.73262 0.1497
C 1.06509 8.94160 3.44439 0.0330
C 2.27522 8.64935 3.92427 -0.0111
C 3.15010 7.70130 3.33351 -0.4059
O 4.07782 7.13488 3.92186 0.0867
H 3.42647 6.66158 1.47696 0.1159
H 1.00405 7.07649 0.66478 0.1050
H 0.54714 9.70347 4.00802 0.1172
H 2.67011 9.13619 4.80372 0.1239
C -2.66768 2.31876 5.31960 0.0110
C -2.70536 2.74519 6.58998 0.0064
C -2.77710 1.89606 7.75237 -0.3792
O -3.15170 2.34969 8.84819 0.1024
C -2.43469 0.55957 7.36206 0.0084
C -2.27739 0.03018 6.13838 0.0529
C -2.56332 0.88992 4.94937 -0.3401
O -2.61611 0.41637 3.81302 0.1049
H -2.53901 3.01181 4.50134 0.1131
H -2.74562 3.82400 6.62062 0.1264
H -2.49098 -0.16506 8.16089 0.1252
H -2.11149 -1.03422 6.06136 0.1081
C 2.23377 -1.93477 8.56468 0.0075
C 2.77771 -2.93584 7.89031 0.0083
C 2.74981 -3.07835 6.40515 -0.3458
O 3.24254 -4.09741 5.88673 0.0875
C 1.96300 -2.04821 5.72459 0.0241
C 1.44981 -0.96839 6.37629 0.0541
C 1.62013 -0.78266 7.87664 -0.3819
O 1.22486 0.18129 8.46051 0.1064
H 2.20189 -2.11941 9.62831 0.1193
H 3.04291 -3.80486 8.47416 0.1176
H 1.80168 -2.33330 4.69546 0.1030
H 0.86811 -0.23836 5.83308 0.1071
C 4.50029 1.27335 -1.98526 0.0444
C 4.61637 -0.05541 -2.09822 0.0160
C 5.92564 -0.72991 -2.02038 -0.4293
O 6.03961 -1.87186 -2.29039 0.1344
C 6.92948 0.18755 -1.50942 0.0263
C 6.77613 1.54396 -1.29014 -0.0080
C 5.52069 2.22811 -1.38714 -0.3555
O 5.39309 3.41445 -1.03587 0.0858
H 3.51240 1.61445 -2.25751 0.0783
H 3.71545 -0.56868 -2.40037 0.0947
H 7.96326 -0.09640 -1.37880 0.1108
H 7.61741 2.08060 -0.87701 0.1171
C 1.95063 4.40072 -4.40068 0.0437
C 2.06867 4.34412 -3.05255 0.0263
C 2.33080 5.47476 -2.05431 -0.3676
O 2.24430 5.36731 -0.86035 0.0786
C 2.59409 6.68199 -2.88448 0.0195
C 2.68766 6.74230 -4.27041 0.0395
C 2.29935 5.62361 -5.21784 -0.3393
O 2.25761 5.61542 -6.45344 0.0981
H 1.62380 3.52388 -4.93986 0.1189
H 1.81146 3.38356 -2.63114 0.0812
H 2.87547 7.62151 -2.43221 0.0977
H 3.00212 7.70134 -4.65478 0.1038
C 5.23215 -1.48387 2.68499 0.0092
C 6.43180 -1.74770 2.20806 0.0156
C 7.36801 -0.72831 1.70760 -0.2992
O 8.49323 -0.96941 1.12525 0.0564
C 6.70020 0.59680 1.75647 0.0142
C 5.42460 0.82950 2.09867 0.0354
C 4.57150 -0.22896 2.63090 -0.3762
O 3.44066 -0.09115 3.07169 0.1093
H 4.66953 -2.32293 3.06688 0.1146
H 6.86705 -2.68540 2.52058 0.1229
H 7.33637 1.42130 1.47030 0.1170
H 4.97739 1.81223 2.07360 0.1251
C -4.21377 2.65867 1.46654 -0.0109
C -5.33861 1.81028 2.08547 -0.3378
C -6.83428 2.27027 1.99485 -0.0699
O -7.50002 1.02853 1.73074 0.0536
C -6.55955 0.04940 1.41388 -0.4842
O -6.85007 -1.07448 1.04618 0.1326
O -5.32477 0.58335 1.46942 0.0759
H -4.36937 2.71401 0.38912 0.0877
H -3.25550 2.14012 1.43602 0.0631
H -4.12421 3.63669 1.93935 0.0881
H -5.09545 1.68322 3.14037 0.1329
H -6.99460 3.10005 1.30648 0.1321
H -7.02167 2.61751 3.01094 0.1253
C -3.51375 -3.35940 1.17044 0.0145
C -3.37554 -2.57705 2.44969 -0.4206
C -4.14177 -2.96664 3.64411 -0.1215
O -3.17051 -3.28161 4.58098 0.0414
C -1.89613 -2.89688 4.08560 -0.4053
O -0.81714 -2.88530 4.68707 0.1111
O -2.08488 -2.54351 2.77569 0.0759
H -2.74455 -3.37073 0.39823 0.0599
H -4.45442 -3.12377 0.67274 0.0901
H -3.47105 -4.42971 1.37222 0.0886
H -3.68076 -1.53711 2.33366 0.1330
H -4.64451 -3.92364 3.50446 0.1452
H -4.72201 -2.14188 4.05786 0.1413
C -2.49445 -5.89962 -1.33989 -0.0255
C -2.09961 -6.80691 -2.43284 -0.3545
C -0.79097 -7.55337 -2.31404 -0.1246
O -0.98744 -8.88629 -2.70037 0.0491
C -2.37349 -9.07772 -2.83279 -0.4287
O -2.86149 -10.17114 -3.13526 0.1105
O -2.98826 -7.88604 -2.51564 0.0774
H -1.89526 -4.98912 -1.34664 0.0773
H -2.50945 -6.40281 -0.37310 0.0956
H -3.52744 -5.56565 -1.43739 0.0778
H -2.16021 -6.24260 -3.36342 0.1283
H -0.35517 -7.43835 -1.32159 0.1302
H -0.03994 -7.19834 -3.01974 0.1265
C 3.08485 -2.91366 -3.92408 -0.0004
C 1.78102 -2.63501 -4.50856 -0.3488
C 1.59270 -2.86529 -5.93763 -0.0976
O 0.48978 -3.74632 -6.02946 0.0933
C 0.21431 -4.16205 -4.75836 -0.5685
O -0.64518 -4.99717 -4.59902 0.1166
O 1.03253 -3.65509 -3.91598 0.0948
H 3.06851 -3.38187 -2.93990 0.0810
H 3.85950 -2.15877 -4.05884 0.0924
H 3.40880 -3.68847 -4.61896 0.0926
H 1.27128 -1.72180 -4.20145 0.1467
H 2.50482 -3.31051 -6.33501 0.1349
H 1.45119 -1.87863 -6.37873 0.1299
C 3.77959 -5.37084 -0.82406 0.0076
C 3.35674 -5.58106 0.64875 -0.3410
C 4.26283 -4.99292 1.78827 -0.0371
O 3.32593 -4.18727 2.49396 0.0654
C 2.14450 -4.29778 1.95934 -0.5286
O 1.19202 -3.57345 2.28713 0.1012
O 2.19268 -4.95337 0.80166 0.0936
H 4.57129 -6.10778 -0.95909 0.0833
H 4.30775 -4.43543 -1.00888 0.0795
H 3.02254 -5.57207 -1.58201 0.0859
H 3.09593 -6.61040 0.89483 0.1546
H 5.13051 -4.42734 1.44865 0.1220
H 4.60876 -5.76934 2.47063 0.1342
C 3.94441 3.19323 4.92588 0.0151
C 2.69175 2.36198 5.23089 -0.3536
C 1.74907 2.83256 6.31567 -0.0517
O 0.48855 2.69183 5.62823 0.0546
C 0.69045 2.44241 4.30361 -0.5489
O -0.15691 2.49794 3.44945 0.1366
O 1.94580 2.23430 4.10282 0.1148
H 3.83465 4.11939 4.36173 0.0860
H 4.63226 2.59127 4.33208 0.0648
H 4.38817 3.47495 5.88078 0.0908
H 3.04939 1.35668 5.45353 0.1383
H 1.87480 3.89055 6.54573 0.1345
H 1.79564 2.31212 7.27227 0.1197
C -2.01029 -0.69410 -7.71183 0.0028
C -2.73874 -1.18734 -6.46189 -0.2911
C -2.86859 -0.16086 -5.34235 -0.0580
O -4.26943 -0.17206 -4.89638 0.0983
C -4.93125 -0.75229 -5.84054 -0.6787
O -6.09182 -0.80897 -5.99658 0.1589
O -4.12893 -1.36359 -6.72037 0.0647
H -2.04047 -1.36888 -8.56733 0.0816
H -1.00905 -0.35544 -7.44554 0.0773
H -2.49430 0.23225 -8.02116 0.0876
H -2.34470 -2.06755 -5.95391 0.1358
H -2.39456 0.79743 -5.55464 0.1099
H -2.35356 -0.47907 -4.43594 0.1106
C -3.17216 3.91250 -2.54402 -0.0115
C -1.91010 4.00276 -3.45009 -0.3074
C -2.34863 3.84621 -4.84993 -0.0737
O -1.75226 4.99446 -5.48307 0.1004
C -1.21668 5.79240 -4.56418 -0.6121
O -0.64294 6.85446 -4.68295 0.1204
O -1.30018 5.27044 -3.38468 0.1113
H -3.96776 4.64166 -2.69713 0.0890
H -2.86284 3.85776 -1.50026 0.0511
H -3.62139 2.93957 -2.74327 0.0815
H -1.25814 3.23687 -3.03002 0.1387
H -3.42954 3.81286 -4.98635 0.1382
H -1.81205 2.98552 -5.24919 0.1252
```

Net charge: -1
Lowest unoccupied orbital energy: -1.287 eV
Energy: -175099.9901 eV
Gap between HOMO and LUMO: 1.990 eV

=====

Here is a structure of composition C30H30BrCaN4O7 from OMol25. Energies are from ωB97M-V/def2-TZVPD.

```
73
Properties=species:S:1:pos:R:3:lowdin_charge:R:1
Ca -0.95975 0.58258 -0.58719 1.4572
O 0.50235 0.19497 -4.22467 0.0304
C 0.68495 0.89358 -3.23317 -0.6375
O -0.21199 1.45064 -2.51199 -0.2064
C 2.13261 1.21557 -2.79022 -0.0871
C 3.20632 0.54846 -3.65804 -0.2640
C 4.53708 1.29723 -3.49992 -0.1084
C 4.92216 0.90070 -2.05276 -0.0940
C 3.79756 -0.08982 -1.70477 -0.2466
O 3.47416 -0.67678 -2.96423 -0.0309
C 2.53432 0.71518 -1.37406 -0.1645
C 1.74583 -0.60852 0.43392 -0.4039
O -0.49899 -1.47687 0.10140 -0.2872
O 2.75197 -0.34919 1.03867 0.1344
H 2.21337 2.30477 -2.81584 0.1523
H 2.87427 0.33861 -4.66887 0.1496
H 4.43485 2.37355 -3.64125 0.1077
H 5.26607 0.92268 -4.21876 0.1056
H 4.94367 1.74734 -1.36527 0.1133
H 5.89297 0.40916 -2.01032 0.1078
H 4.04349 -0.85523 -0.97773 0.1528
H 2.72618 1.51826 -0.66352 0.1608
Br 0.46952 -4.75375 4.49954 0.6460
C 0.58434 -3.42418 3.13599 -0.7083
C 1.10567 -3.82988 1.84640 -0.1450
C 1.17482 -2.95305 0.84053 -0.0003
C 0.60541 -1.54713 0.91491 -0.4804
O 1.50532 -0.12441 -0.81916 -0.0263
C 0.27166 -1.15920 2.35200 -0.1535
C -0.10199 0.12033 2.63188 -0.1445
N -0.23177 1.10651 1.71398 -0.0231
C -0.25499 2.39372 2.16051 -0.2371
C 0.23818 2.83673 3.38512 -0.0338
C 0.17980 4.18715 3.76510 -0.1022
C -0.33720 5.14817 2.94156 -0.0793
C -0.82132 4.76325 1.66851 -0.1698
C -1.33586 5.69128 0.73617 -0.0261
C -1.76992 5.26982 -0.48654 -0.0602
C -1.70408 3.89620 -0.78405 -0.1322
N -1.25256 3.00559 0.06444 0.0357
C -0.79337 3.40487 1.27920 -0.1501
C 0.20387 -2.15916 3.37705 -0.1129
H 1.43637 -4.85309 1.71623 0.0865
H 1.55209 -3.25529 -0.13119 0.1217
H -0.36430 0.34407 3.67126 0.1181
H 0.72019 2.12753 4.04391 0.0968
H 0.57831 4.47034 4.73271 0.0972
H -0.36521 6.19137 3.23073 0.0969
H -1.36763 6.74094 1.00697 0.1107
H -2.15476 5.96250 -1.22267 0.0976
H -2.01621 3.52366 -1.75399 0.1097
H -0.17220 -1.87276 4.35330 0.1042
C -2.04822 -1.85725 -2.78773 -0.0298
N -2.63385 -2.46644 -1.60092 -0.0756
C -2.08778 -3.78122 -1.29117 -0.1644
C -2.84085 -4.41150 -0.14046 -0.1484
C -2.84274 -3.45103 1.02813 -0.1556
N -3.36633 -2.15596 0.61174 -0.0725
C -3.52583 -1.20792 1.70149 -0.0296
C -3.00783 -1.62698 -0.59407 -0.5203
O -3.10515 -0.39721 -0.79270 -0.1056
H -2.14479 -2.55634 -3.61869 0.0900
H -0.98401 -1.64229 -2.64532 0.0895
H -2.56890 -0.93959 -3.03955 0.0904
H -1.02861 -3.66831 -1.03492 0.1157
H -2.16976 -4.39357 -2.19197 0.1186
H -2.35684 -5.34495 0.15100 0.1156
H -3.86748 -4.63641 -0.44189 0.1150
H -1.82715 -3.32303 1.41907 0.1151
H -3.47907 -3.82247 1.83445 0.1204
H -4.05761 -1.70697 2.51234 0.0868
H -4.10171 -0.34971 1.36942 0.0862
H -2.55111 -0.86980 2.06993 0.0811
```

Net charge: -1
Relative energy (zero: lowest compared OMol25 entry of this formula, charge and spin): 1.718 eV
Lowest unoccupied orbital energy: 2.471 eV
Energy: -140378.6416 eV
Gap between HOMO and LUMO: 6.281 eV